[1]
An isolated molecule of C4H9NS at a distorted geometry. Source: the OMol25 dataset; level of theory: the ωB97M-V functional and the def2-TZVPD basis.

The geometry in XYZ format:
```
15
C4H9NS | the OMol25 dataset | the ωB97M-V functional and the def2-TZVPD basis
H -0.4721 -0.8166 -0.3258
H -2.9026 -1.0071 0.6930
H 2.5257 1.9622 -0.2035
N -0.0153 0.8386 0.5035
C 2.4850 1.0990 0.5181
C 1.1173 0.3243 0.2475
H -1.9820 2.1038 0.0152
C -1.9939 -0.7043 1.2663
S -2.3357 1.0608 -0.6134
H -1.5188 -1.6863 1.4909
H 3.4078 0.6008 0.4650
H 2.4295 1.6828 1.5508
H -2.2733 -0.0795 2.1353
C -1.1166 -0.1009 0.1216
H 1.0796 -0.6508 -0.2402
```

## Properties
Total charge = 0
Maximum force = 4.35 eV/A
SMILES = C/C=N/[C@@H](C)S
HOMO-LUMO gap = 9.88 eV
Total energy = -610.66314 hartree



[2]
A 2-piece molecular cluster, C5H14 overall at a distorted geometry. Source: the OMol25 dataset; level of theory: the ωB97M-V functional and the def2-TZVPD basis.

The geometry in XYZ format:
```
19
C5H14 | the OMol25 dataset | the ωB97M-V functional and the def2-TZVPD basis
C -1.8299 -0.7388 -1.7444
H 3.5274 1.4285 1.5000
H -2.6732 -0.9710 0.8328
H -0.8986 -1.2092 0.5561
C -1.7242 -0.5110 0.5740
C 2.0750 -0.0606 1.1121
H -1.5605 0.2701 1.3716
C 3.1389 0.8955 0.6415
H 1.6598 -0.6938 0.3162
H 3.9649 0.2807 0.2921
H -0.9350 -1.3549 -1.7342
H -1.0617 1.1644 -0.7368
H -2.7039 -1.3842 -1.6191
H -1.9038 -0.1065 -2.6592
H 1.1735 0.5117 1.4056
H -2.7653 0.9842 -0.6735
H 2.4366 -0.6488 1.9473
C -1.8407 0.4156 -0.6600
H 2.7916 1.5515 -0.1466
```

## Properties
Expectation value of S² = 0.75
Total charge = +1
Maximum force = 1.77 eV/A
HOMO-LUMO gap (alpha / beta) = 11.50 / 4.37 eV
Total energy = -198.48293 hartree
Spin multiplicity = 2



[3]
An isolated molecule of CH4N2O2S at a distorted geometry. Source: the OMol25 dataset; level of theory: the ωB97M-V functional and the def2-TZVPD basis.

The geometry in XYZ format:
```
10
CH4N2O2S | the OMol25 dataset | the ωB97M-V functional and the def2-TZVPD basis
N -1.5898 -0.0002 -0.0538
N -1.4380 0.7555 0.9230
H 1.1784 1.2073 0.1192
H -2.4640 1.0802 1.1523
S -0.1605 -0.6610 -0.6885
H 2.1860 -0.0907 -0.2987
C 1.2262 0.1045 0.1757
O -0.1843 -0.2208 -2.0825
H 1.4358 -0.0931 1.2482
O -0.1900 -2.0817 -0.4951
```

## Properties
Total charge = 0
Maximum force = 3.24 eV/A
SMILES = [H]/N=N/S(C)(=O)=O
HOMO-LUMO gap = 10.01 eV
Total energy = -698.59017 hartree



[4]
An isolated molecule of C27H29ClN6O3 at a distorted geometry. Source: the OMol25 dataset; level of theory: the ωB97M-V functional and the def2-TZVPD basis.

The geometry in XYZ format:
```
66
C27H29ClN6O3 | the OMol25 dataset | the ωB97M-V functional and the def2-TZVPD basis
H 4.2553 -4.8753 1.4831
O -1.1733 -2.2318 -2.0528
C 0.8199 -1.8096 -0.1247
H 5.6358 -2.4681 6.9733
H -1.8148 3.4408 1.8233
C -4.1971 -0.0798 -0.8351
C 0.0938 0.2267 2.1402
N 3.3012 0.4270 0.9797
H 0.6564 0.6688 2.9659
C 2.0286 -1.7322 0.5061
C 5.7653 -2.6751 3.7177
H 0.0328 2.9994 0.3628
H -2.9133 0.4449 -5.4254
H 0.4474 -0.7894 1.9924
C -3.4399 0.0306 0.3122
H 0.5370 3.5586 -2.6531
C 2.7013 -0.5306 0.7548
H -4.6603 -1.0260 -1.0693
C -2.3035 0.6754 -4.5681
H 4.5746 -1.6458 5.7993
C 0.0740 2.4460 1.2986
H 4.4238 -1.9462 1.2340
C -1.4315 0.2137 2.4432
C -0.4817 3.6356 -3.0245
O 2.1057 -4.0614 0.9579
N 0.3234 1.0543 0.9792
C 4.7911 -3.9622 1.7542
H 4.4690 -3.4129 6.0202
C -1.0367 2.2763 -3.2865
C -2.0163 -0.2859 -3.6569
H -3.3676 -0.8380 0.9457
H 0.4674 -2.8101 -0.3507
C 0.0396 -0.7491 -0.6538
C 0.0528 0.6196 -0.2738
H -1.8630 -0.7118 2.0743
C -3.7756 2.1916 -1.3364
H -1.0763 4.1303 -2.2581
H -4.9731 0.9165 -2.5797
H -1.9868 2.7342 -5.1271
C 5.1519 -2.5566 6.0024
C -0.8008 1.2596 -2.3138
C -4.3779 0.9976 -1.6854
C -1.7829 1.9738 -4.3887
H -2.3372 -1.3146 -3.7290
H -1.0775 2.5595 3.1539
H 6.6931 -2.6118 3.1413
N -2.0677 1.3573 1.8228
H 0.9023 2.8166 1.9076
H -0.5037 4.2411 -3.9260
Cl -3.9991 3.5783 -2.3493
H 5.1763 -1.7609 3.5425
C -0.8180 -1.1111 -1.7470
C -2.7974 1.2303 0.6534
C 4.9696 -3.9087 3.2735
H 5.7671 -3.9556 1.2597
H -1.5970 0.2609 3.5252
O 6.1833 -2.7222 5.0620
H 3.9833 -3.9097 3.7408
N -1.2501 -0.0110 -2.5687
C -1.2673 2.5359 2.0768
H -2.5386 3.2761 -0.0151
H 5.5055 -4.8018 3.5987
N 4.0027 -2.8619 1.2542
C 2.6948 -2.9987 0.9244
C -2.9933 2.3198 -0.2055
N -0.2379 1.5668 -1.1734
```

## Properties
Total charge = 0
Maximum force = 1.34 eV/A
SMILES = COCCCNC(=O)/C(C#N)=C/c1c(N2CCN(c3cccc(Cl)c3)CC2)nc2c(C)cccn2c1=O
HOMO-LUMO gap = 7.47 eV
Total energy = -2060.73951 hartree



[5]
An isolated molecule of C21H30N2O2. Source: the OMol25 dataset; level of theory: the ωB97M-V functional and the def2-TZVPD basis.

The geometry in XYZ format:
```
55
C21H30N2O2 | the OMol25 dataset | the ωB97M-V functional and the def2-TZVPD basis
H 1.1243 2.5615 -0.4292
H 1.7917 -0.9770 2.3800
C -0.4457 4.8213 -0.0659
C -0.0686 -1.5091 -2.7423
H -0.7869 5.8102 -0.3773
H 0.5359 4.9388 0.4007
C -0.9677 2.8350 1.3665
H 3.3434 -2.6797 -1.3873
H -3.3520 -0.9072 4.0227
H -2.3086 0.5210 4.0981
C -0.2528 -0.5972 2.9009
C 0.5128 -2.5464 1.7035
C -1.8131 -2.2917 2.2595
H -1.4851 4.8787 1.8256
C 1.4051 -3.9284 -0.2710
C -0.7962 -3.0245 1.6815
C 0.1601 1.5846 -2.0879
C 2.4101 -1.2974 -2.7523
H 3.2579 -0.6114 -2.7881
C 1.6533 -3.2619 1.0815
C 1.0995 -0.5317 -2.9134
H -3.2692 0.1929 2.6522
H -1.2852 3.8343 -1.7937
O 2.7651 -3.2214 1.5635
H -1.8341 1.8202 -0.3235
H 2.4682 -1.3691 -0.5853
C 0.1251 2.5106 -0.8766
H -2.4139 4.1689 0.5014
H 0.3922 4.3300 -1.9954
H 2.2613 -4.5744 -0.4893
H 2.5004 -2.0025 -3.5784
H -0.7789 -2.9504 -1.3097
H -1.6781 2.4093 2.0779
C -2.6845 -0.2666 3.4498
H -1.0097 -0.9615 -2.7936
C -1.5619 -1.0631 2.8637
C -0.3236 3.9129 -1.2842
C -1.4195 4.2307 0.9488
N 1.2931 -2.9646 -1.3548
H -1.0188 -3.9829 1.2373
C 0.0414 -2.2352 -1.4053
H 1.0373 -0.0710 -3.9059
H -2.8229 -2.6757 2.2431
H -0.5265 0.9269 0.4595
H 0.4974 -4.5331 -0.2559
N 1.0233 0.5527 -1.9527
C -0.8544 1.9234 0.1486
H -0.0354 0.3476 3.3778
O -0.5305 1.7388 -3.0731
H -0.0547 -1.4999 -0.5869
C 2.4356 -2.0740 -1.4367
H 1.5080 0.4284 -1.0788
H -0.0408 -2.2374 -3.5526
H 0.0048 2.9017 1.8610
C 0.7723 -1.3338 2.3421
```

## Properties
Total charge = 0
Maximum force = 0.70 eV/A
SMILES = Cc1ccc(C(=O)CN2CCC(NC(=O)C3CCCCC3)CC2)cc1
HOMO-LUMO gap = 8.91 eV
Total energy = -1078.24455 hartree



[6]
C39H45N5P2Pd as an isolated structure at a distorted geometry. Source: the OMol25 dataset; level of theory: the ωB97M-V functional and the def2-TZVPD basis.

The geometry in XYZ format:
```
92
C39H45N5P2Pd | the OMol25 dataset | the ωB97M-V functional and the def2-TZVPD basis
C -3.9078 1.6296 -4.2926
H 2.1283 -0.1297 -5.8122
H 0.6068 0.3895 -8.2842
C 0.5899 -0.2404 -7.3865
C -1.0608 -0.9907 1.9736
C -1.8232 3.7940 1.8572
C 0.7595 -1.3908 -3.9028
C -2.2311 -2.7323 3.2249
C -3.4657 0.3768 -3.8850
H -1.3260 -1.7434 -4.3344
N 2.4804 -1.6887 -1.7195
H 0.8672 -3.8487 2.1725
H -4.8097 -1.5306 -2.9799
C -1.1257 -3.5827 3.0070
P -1.5407 -0.6354 -2.1169
H 2.2139 1.6244 -0.2758
C -0.8774 -0.7220 -7.1851
H -1.3225 2.5003 0.2119
C 1.2352 0.4192 -6.1814
C -0.7398 2.3017 -7.4779
H -1.4146 0.6017 4.0852
C -3.9475 -3.2490 -0.2462
N 3.0586 0.6694 -3.0857
N -0.9437 0.2647 1.4719
H -3.5759 -0.5975 -4.3327
H 0.2179 3.6092 -6.1378
H -1.9179 -2.3240 0.0167
H -5.9139 -3.4253 -1.3247
C -0.0209 -1.9261 1.6796
H 0.8154 -1.5872 1.0637
C -1.6117 1.5810 -6.4999
C 3.3124 -1.4634 -0.6226
H 2.2008 2.4531 -2.1811
H 1.3305 -2.3035 -4.2003
H -3.6192 3.6647 -3.3725
C -2.8132 1.8771 -2.3241
Pd 0.1351 1.5532 -2.9524
C -2.8380 -2.4495 -0.5459
H 0.6514 -0.7902 -4.8387
H -3.1185 -3.0328 3.8135
C -3.5189 2.5847 -3.2914
H -4.0196 -3.9568 0.5923
C 1.0504 1.6854 -5.7578
C -2.2289 -1.4585 2.6551
C 3.5770 -3.6359 -1.2013
C 0.5074 2.7373 -6.7139
C -4.3600 -2.0226 -2.1268
H 3.3012 -0.5007 -0.1476
H -2.4650 2.2134 -1.3521
H 1.2953 3.1111 -7.3938
C 0.0019 -3.1763 2.2612
C 4.1910 0.5161 -3.8930
H -2.3134 2.7066 5.1000
C 3.9653 2.7424 -3.4778
H 2.1971 -3.4521 -2.9282
C -2.0625 2.6828 4.0276
C -1.3464 1.4078 2.0772
C 2.7151 -3.0094 -2.1021
H 3.8544 -4.6855 -1.1272
H -4.3501 1.8395 -5.2560
N -2.7676 0.5099 -2.6944
C 4.7374 1.7790 -4.1833
C -1.5967 1.4973 3.4810
H 0.4233 1.9140 -0.0566
H 4.5601 -0.4468 -4.1938
H -0.4537 1.7189 -8.3432
C -0.6833 -1.7652 -3.4293
C 2.9708 2.0462 -2.8209
H -2.6496 -0.2293 -5.9788
H -1.3284 -0.9429 -8.1896
C 1.1784 1.2850 -0.5725
H -1.7841 4.7037 1.2436
H 0.9326 0.2395 -0.3131
H 5.5332 2.0926 -4.8472
H 1.4749 2.0216 -4.8020
C -1.7338 0.2487 -6.3696
C -4.9362 -2.9627 -1.2487
H 1.2057 -1.1088 -7.6907
H -1.2606 3.1774 -7.9004
H -2.5519 4.7461 3.6536
C -1.4751 2.5899 1.2914
N -3.0612 -1.7151 -1.7093
H 4.5983 -2.8035 0.6128
H -0.8736 -1.7092 -6.6766
H 4.0903 3.8195 -3.3483
H -2.2501 2.2275 -5.9154
H -1.1497 -4.5823 3.4466
P 1.5746 -0.3404 -2.6121
C -2.1813 3.8247 3.2137
H -0.7093 -2.7836 -2.9741
C 3.9737 -2.6330 -0.2682
H -3.0414 -0.7432 2.7806
```

## Properties
Expectation value of S² = 2.07
Total charge = 0
Maximum force = 2.85 eV/A
HOMO-LUMO gap (alpha / beta) = 6.50 / 6.19 eV
Total energy = -2597.12754 hartree
Spin multiplicity = 3



Q: The lowest total energy belongs to which entry?
A: C39H45N5P2Pd



What did the second record say?
A 2-piece molecular cluster, C5H14 overall at a distorted geometry. Source: the OMol25 dataset; level of theory: the ωB97M-V functional and the def2-TZVPD basis.

The geometry in XYZ format:
```
19
C5H14 | the OMol25 dataset | the ωB97M-V functional and the def2-TZVPD basis
C -1.8299 -0.7388 -1.7444
H 3.5274 1.4285 1.5000
H -2.6732 -0.9710 0.8328
H -0.8986 -1.2092 0.5561
C -1.7242 -0.5110 0.5740
C 2.0750 -0.0606 1.1121
H -1.5605 0.2701 1.3716
C 3.1389 0.8955 0.6415
H 1.6598 -0.6938 0.3162
H 3.9649 0.2807 0.2921
H -0.9350 -1.3549 -1.7342
H -1.0617 1.1644 -0.7368
H -2.7039 -1.3842 -1.6191
H -1.9038 -0.1065 -2.6592
H 1.1735 0.5117 1.4056
H -2.7653 0.9842 -0.6735
H 2.4366 -0.6488 1.9473
C -1.8407 0.4156 -0.6600
H 2.7916 1.5515 -0.1466
```

## Properties
Expectation value of S² = 0.75
Total charge = +1
Maximum force = 1.77 eV/A
HOMO-LUMO gap (alpha / beta) = 11.50 / 4.37 eV
Total energy = -198.48293 hartree
Spin multiplicity = 2